Run a
C20H23NO4 | ωB97M-V/def2-TZVPD

The calculation puts the HOMO energy at -8.35 eV. Its SMILES is CCCOc1ccc([C@H](CC(=O)O)NC(=O)Cc2ccccc2)cc1.

The geometry in ORCA input format:
```
! wB97M-V def2-TZVPD RIJCOSX def2/J DEFGRID3
* xyz 0 1
H 1.8234 -0.7977 0.8613
C -0.8469 0.4603 0.3713
C -2.9874 0.3110 1.4597
H -8.1591 -2.5633 0.9567
H -3.6189 0.4607 2.3211
H 0.8669 1.1629 1.4263
C 1.8404 -0.6900 -1.1539
H 3.0234 -2.1651 -2.1331
H -6.7354 -3.3770 0.3021
C 2.7698 -1.9065 -1.1043
O -0.1158 4.1710 -0.8776
H -5.4623 -0.3918 -1.5923
C -1.6520 0.6495 1.4889
O -4.8783 -0.5355 0.3842
C -2.7536 -0.4271 -0.8126
H 0.4833 1.8920 -1.5144
C 0.2393 3.3011 0.0728
C 4.9626 -0.7270 -0.8622
C -3.5560 -0.2349 0.3072
H -0.8084 -0.2266 -1.6540
H -7.4063 -0.4094 -0.0002
H 6.8246 0.2796 -0.5725
H 7.1499 -0.6048 1.7086
C -5.5225 -1.0895 -0.7451
N 1.4921 -0.2597 0.0764
C -1.4150 -0.0769 -0.7745
C 6.0874 -0.3793 -0.1376
H -3.1578 -0.8418 -1.7224
C -6.9820 -1.3407 -0.3778
H 3.4647 -2.7343 1.4034
H 1.9432 2.2388 -0.5884
H -7.5227 -1.6242 -1.2825
H -6.5510 -2.1566 1.5651
C -7.1168 -2.4301 0.6786
H 4.8170 -0.3395 -1.8600
C 6.2706 -0.8747 1.1431
H 5.4608 -2.1117 2.6907
C 4.0052 -1.5763 -0.3181
C 5.3230 -1.7194 1.6937
H -1.2304 1.0815 2.3842
O 0.0790 3.5229 1.2433
C 0.6137 0.8564 0.4047
H -0.5023 4.9693 -0.4834
O 1.4896 -0.1809 -2.1957
H -5.0396 -2.0343 -1.0318
H 2.2324 -2.7424 -0.6518
C 0.8669 2.0619 -0.5101
C 4.1956 -2.0653 0.9683
*
```

Run b
C20H23NO4 | ωB97M-V/def2-TZVPD

The calculation puts the HOMO energy at -8.49 eV. Its SMILES is CN(C)[C@@H]1COC[C@H]1OC(=O)C(O)(c1ccccc1)c1ccccc1.

The geometry in ORCA input format:
```
! wB97M-V def2-TZVPD RIJCOSX def2/J DEFGRID3
* xyz 0 1
H 3.2852 -0.5666 -2.2619
O -0.6062 -1.7352 1.3808
H -2.7315 -0.2034 -2.3860
H -1.9182 3.4543 -2.8080
N -1.5500 1.3939 -3.2922
O -1.1819 0.1450 -0.4710
H -3.9349 2.6893 -2.2918
H 0.3867 1.0943 -4.0220
C 2.0754 -0.2887 5.2140
H -0.7163 -0.2757 -4.1259
C 2.9366 -1.1283 -1.4960
H -3.6384 -0.1734 0.1707
H 1.9510 0.5667 -0.6513
C 1.4973 -1.3115 0.3533
C 2.3219 -0.2162 2.8460
C 2.8918 -3.2127 -0.1862
C -2.1984 1.1155 -0.8337
H 3.0057 -0.1131 2.0560
H 0.0965 -0.6855 5.8854
C -0.3381 0.5534 -3.5426
C 2.9059 -0.1024 4.0923
H -0.6415 3.1399 -3.9290
C 2.1178 -0.5029 -0.5866
C 0.9269 -0.5380 2.7287
C -0.3642 0.4557 0.5481
H 0.1452 0.1363 -2.6362
H -3.6644 1.4849 0.7281
H 4.0345 -0.0734 4.2983
C 0.7117 -0.5018 5.0508
H -0.8281 -1.9747 0.4575
C 0.0840 -0.6339 3.8593
O -4.6140 1.2739 -1.1516
H -1.8684 2.1169 -0.5322
C -3.5991 0.8604 -0.1479
C 3.4020 -2.4657 -1.3270
H -4.4732 1.1799 -3.2898
H 3.2482 -4.1484 0.0467
C -2.5866 0.8917 -2.3111
H -0.9585 -0.8100 3.7948
C -3.9550 1.6008 -2.3517
O -0.2197 1.6117 0.9795
H 4.0814 -2.9135 -2.1132
C 1.8812 -2.5707 0.6122
H 1.3339 -3.2053 1.3387
C -1.1385 2.7372 -3.0059
H -0.4006 2.7279 -2.1559
H 2.3716 -0.1571 6.2426
C 0.4331 -0.7216 1.2225
*
```

run a wins, 102.4 kcal/mol ahead of the next structure.

Run a
C45H54CsN7S | ωB97M-V/def2-TZVPD

The calculation puts the HOMO energy at -1.16 eV.

The geometry in ORCA input format:
```
! wB97M-V def2-TZVPD RIJCOSX def2/J DEFGRID3
* xyz -2 1
H 3.9134 5.1276 1.3450
C -0.8043 1.3357 -3.8398
C -2.1081 -6.5039 3.6610
C -3.4815 -5.0550 2.1112
H 3.9456 -0.0144 -5.7741
N -4.2292 -0.4914 -0.7116
H -2.8189 3.2267 1.9206
C 4.7215 0.5828 -5.2961
C -7.2642 1.2918 0.3634
H -1.3694 2.3596 1.4069
C -4.6380 2.9111 0.1681
H 5.0323 -2.0898 -4.7072
H 0.9240 -1.6417 -2.9080
N -1.3543 -2.3602 2.6915
H -0.0363 -6.4064 4.0380
H -0.0935 0.1965 4.4277
N 1.3972 0.8509 0.8966
C 1.2179 1.4692 2.0513
C -2.5337 -4.0899 1.6017
C 6.2721 0.8398 -3.3709
N -0.7918 0.0175 -3.6704
C -5.9342 3.3557 0.0593
H 4.4815 1.9992 0.2481
C 1.7746 -1.0413 -2.6014
N -3.1014 1.2593 1.1267
H 6.6395 0.4390 -2.4239
C -3.6352 -3.8320 -0.4886
H 1.9175 2.7639 3.5914
H 4.3149 1.5826 -5.1334
H 5.5813 5.1647 1.9412
H 0.5314 -1.5467 3.0292
C -1.4239 -3.6306 2.5285
C 3.8718 0.4772 -1.8218
C 5.7305 2.5647 2.8018
H 6.5291 3.1912 3.2081
H -0.8118 1.9221 -2.9233
H 0.5064 -4.3275 3.1788
N -2.6007 -3.4802 0.4688
H -3.0381 1.9886 3.9048
H -0.8307 3.0489 -5.1319
H 3.8636 3.3187 4.6497
H -6.6968 -0.7217 0.3653
C -0.9312 -0.4848 4.2318
H -3.8613 3.6614 0.0635
C -2.3521 2.2329 1.8821
H 6.0729 -1.9037 -3.2975
C -4.1577 1.5792 0.4696
H -0.8099 -0.8792 -6.9005
H -0.0829 -2.4918 4.3846
H 4.6851 1.0979 -1.4813
H 5.5295 1.7602 3.5109
H -8.0559 3.2660 0.2195
H 5.1409 4.1069 0.5981
H 5.9214 1.8593 -3.1990
C 2.5581 1.0408 0.2637
Cs -1.4164 -1.1641 -0.6446
C -0.8173 1.1485 -6.1993
H -5.0613 -2.6426 0.6187
C -4.8903 -1.6449 -1.2977
C -0.8670 -5.8610 3.5894
H -8.2732 0.9363 0.5739
H -1.3080 2.2119 3.7985
C -0.8135 1.9689 -5.0700
C 3.3690 2.5158 2.0016
H -2.9555 -0.2823 3.5780
H -5.9308 -1.4025 -1.5538
C 3.9646 -0.1697 -3.0470
H 0.2658 1.2980 2.5353
H -3.2020 -3.7525 -1.4954
H 7.1159 0.8900 -4.0630
H -2.1688 -7.4197 4.2376
H 5.5674 0.6606 -5.9850
H -4.4836 -4.9780 1.7057
H -5.7453 -3.5224 -0.7411
C 2.7163 0.3339 -1.0475
H -1.8497 -0.1691 2.3265
C 2.1593 2.3017 2.6447
H -1.3470 -0.7154 5.2185
C 4.0651 4.0638 3.8785
H 3.1735 4.6814 3.7597
C -4.8843 -2.9218 -0.4242
C -0.3814 -1.7885 3.5934
C 4.7942 4.5163 1.5473
H -4.1575 -6.6680 3.2230
H 2.8633 -1.4907 -4.3668
H -3.9421 -4.8789 -0.3621
C -3.2701 -6.0687 3.0175
C 4.4732 3.4090 2.5589
C -7.1455 2.6775 0.2125
C 5.7606 -1.4335 -4.2319
H 6.0937 2.1125 1.8784
N 1.6824 -0.4039 -1.4369
C 2.8811 -0.9529 -3.4274
H 4.8732 4.7055 4.2365
C -0.5316 -4.6294 3.0864
H -0.8319 1.5743 -7.1980
C -1.9919 0.1729 3.3452
H -4.3730 -1.8693 -2.2397
C -0.8067 -0.2165 -6.0457
C -4.9243 0.3956 -0.0921
C -6.3317 0.2910 0.2384
C 5.1749 -0.0404 -3.9696
C 3.5551 1.8611 0.7856
H -6.0217 4.4254 -0.1319
C -0.7903 -0.7933 -4.7511
C -2.1568 1.6996 3.3244
S -0.7363 -2.5088 -4.5312
H 6.6312 -1.3598 -4.8893
*
```

Run b
C45H54CsN7S | ωB97M-V/def2-TZVPD

The calculation puts the HOMO energy at -1.61 eV.

The geometry in ORCA input format:
```
! wB97M-V def2-TZVPD RIJCOSX def2/J DEFGRID3
* xyz -2 1
H 5.6389 -1.6350 -0.0587
H -4.6539 -2.2820 -4.4788
H -6.2530 -3.9685 3.4658
H 2.7580 1.8650 3.7619
H -6.5563 -0.0297 -5.3261
H 4.5980 -4.3478 4.6816
C 0.7236 -0.0425 -7.4356
H -0.0422 0.7709 3.2993
H 2.8150 -0.5605 4.8462
H -5.7454 -0.9614 3.0806
H 3.5232 4.1046 3.4732
H 6.4618 0.4736 0.0669
H -5.5061 -2.6947 -2.9864
H 5.8869 1.1972 -2.3477
C 2.9853 3.8331 1.4242
C 1.2558 3.1742 2.9142
C -3.3633 -2.2914 2.6006
C -4.4967 -2.6963 3.5402
C 3.6491 -1.3757 -0.7574
H 3.9256 -3.4622 0.6365
C 3.5996 3.7295 0.0366
C -3.9769 -3.3684 4.8106
H -3.3709 1.1131 -4.1330
C 1.6726 1.9903 3.8161
H 0.1691 3.1182 2.7688
H 6.0408 2.3998 -1.0723
H -1.7021 -3.0129 3.7832
H 5.3536 6.6290 -0.6998
H 5.5566 -1.1701 -1.7535
C 4.2980 4.8475 -0.5525
C -2.1918 0.8516 -2.3645
H -0.0042 -2.2351 2.1793
H -6.8229 0.7828 -2.3617
H -5.6995 1.3244 -4.5763
N 1.8757 3.2021 1.6088
H -3.4262 -4.2836 4.5861
H -6.7992 -0.8652 -1.7239
C -2.9242 -0.5831 -0.7560
H -4.7848 -1.5759 -1.0876
C 4.0525 2.1909 -1.7628
N -1.3437 -1.4745 0.8331
H 1.4366 2.2974 4.8423
C -0.4733 0.5981 -7.6347
H -6.0901 -1.7215 4.6387
C -5.5311 -2.0549 -3.8709
H 3.8889 -2.3553 5.7103
H 0.9998 0.0926 4.5468
H 4.9827 5.8561 3.4127
H 4.2220 2.9914 -2.4958
Cs 0.9844 0.9633 -0.1240
N 3.3858 2.6034 -0.5534
H -4.6420 -0.7192 4.4346
H 5.7322 7.1319 1.5763
C 3.7371 4.4822 2.4808
C 4.6255 5.5318 2.4362
H -0.8435 0.8018 -8.6308
C -5.5544 -0.5651 -3.5020
C -2.0248 -2.5226 2.8758
H 4.7823 0.7724 0.4680
H -4.8217 -3.6329 5.4507
H -6.4243 -2.3072 -4.4490
C 4.1548 -3.5951 4.0399
C 5.4205 1.5701 -1.4268
C 5.1327 -0.9664 -0.7619
C 1.1601 -0.2929 -6.1307
H 3.1316 -0.8190 -1.5509
C 3.1259 -1.7366 1.5691
H -4.7926 0.1129 -5.4479
H 1.3270 -0.3545 -8.2822
H 4.3670 4.7917 -1.6334
H 0.6267 -0.0230 -4.0754
C 2.5223 -1.0609 2.7975
H -4.6781 -1.4129 1.1342
N 3.0119 -1.0434 0.4888
H 3.4170 1.4442 -2.2581
C -6.7910 -0.2723 -2.6405
C 5.1150 6.2682 1.3574
S -2.7948 1.7939 -6.7889
C -4.2949 -0.2330 -2.7053
C -3.3161 0.6372 -3.1593
C -5.6482 0.2538 -4.7863
N -1.9887 0.2628 -1.1924
H -3.3197 -2.7043 5.3742
H 4.5532 -4.7978 2.3627
H 2.0933 -0.7981 -5.9219
H -4.8844 -4.5784 2.5197
C 4.9101 5.9391 0.0163
C -3.6549 -1.6454 1.4007
H -1.4119 1.5122 -2.7265
C -5.2911 -1.4472 3.9448
C 4.1397 -3.8374 2.6661
H -5.8469 -3.2314 1.9105
C 3.0288 -1.3369 4.1225
C -5.4260 -3.6769 2.8126
N -0.8202 0.7831 -5.2805
C 0.3372 0.1459 -5.1120
C 3.7431 -3.0398 1.6183
N 1.6310 -0.1637 2.5353
C -2.6302 -1.2634 0.5458
H -7.6990 -0.5057 -3.2030
C 1.0094 0.6149 3.5798
C 5.4481 0.4795 -0.3456
H 3.5865 -2.4368 -1.0411
C -1.0592 -2.0934 1.9700
C 3.6977 -2.4237 4.6402
H 1.4542 4.0964 3.4788
C -1.2691 1.0121 -6.5345
C -4.0756 -0.8530 -1.4717
*
```

run b wins, 17.6 kcal/mol ahead of the next structure.

Run a
C3H4ClFN2 | ωB97M-V/def2-TZVPD

The calculation puts the HOMO energy at -9.20 eV. Its SMILES is N/N=C\C=C(/F)Cl.

The geometry in ORCA input format:
```
! wB97M-V def2-TZVPD RIJCOSX def2/J DEFGRID3
* xyz 0 1
H 2.2174 2.7718 0.7537
N 2.1726 0.8123 1.0797
F 0.1294 -1.4688 -1.0674
Cl -2.1165 -0.3207 -0.9807
C 1.3622 -0.1409 1.2240
H 1.6460 -0.9799 1.8158
C -0.1077 -0.1106 0.7881
C -0.5514 -0.6403 -0.3017
N 1.6561 1.9660 0.5535
H -0.7189 0.6063 1.2865
H 0.6512 2.1739 0.7276
*
```

Run b
C3H4ClFN2 | ωB97M-V/def2-TZVPD

The calculation puts the HOMO energy at -8.62 eV.

The geometry in ORCA input format:
```
! wB97M-V def2-TZVPD RIJCOSX def2/J DEFGRID3
* xyz 0 1
H 2.2599 -0.2344 -0.5565
F -1.5131 1.1936 0.6624
H -0.3598 -1.0456 2.0146
N 0.9294 -1.0223 0.6404
C 0.2046 0.6423 -0.7640
N 1.1641 -0.3939 -0.5300
C -0.2282 -0.6548 1.0252
Cl -2.0266 -0.9474 -0.3826
C -0.9709 0.2249 0.0981
H 0.6399 1.6895 -0.4158
H -0.0992 0.5482 -1.7917
*
```

run a wins, 18.8 kcal/mol ahead of the next structure.

Run a
H11O6 | ωB97M-V/def2-TZVPD

The calculation puts the HOMO energy at -5.03 eV.

The geometry in ORCA input format:
```
! wB97M-V def2-TZVPD RIJCOSX def2/J DEFGRID3
* xyz -1 1
H 1.2248 -2.3924 -1.5498
O 0.1010 1.7589 2.8653
H -0.9486 0.9880 -0.3378
H 0.4456 0.2782 -3.2304
H 0.9551 2.0633 2.5352
O 0.6663 -1.7375 -1.9758
O 0.1176 1.1802 -3.3607
H 0.0864 0.8747 2.4580
H 0.0400 -1.5606 -1.2369
O 0.7038 -1.0500 2.3494
O -0.6406 -1.4142 0.2535
H -1.5021 -1.5134 -0.1601
H -1.2841 2.2709 0.5359
O -1.1871 1.9254 -0.3559
H 0.2641 -1.4141 1.5104
H 1.5590 -1.4827 2.4188
H -0.6011 1.2253 -2.7192
*
```

Run b
H11O6 | ωB97M-V/def2-TZVPD

The calculation puts the HOMO energy at -5.38 eV.

The geometry in ORCA input format:
```
! wB97M-V def2-TZVPD RIJCOSX def2/J DEFGRID3
* xyz -1 1
H 0.8782 -1.8877 1.7737
O -2.2249 -0.5408 1.3526
O -0.5285 1.4217 0.8799
H -1.4798 0.0937 1.1303
H 1.2203 -0.0213 -1.1480
H 0.4604 1.6372 -1.9678
H -0.8042 1.6940 -1.0566
O 1.2936 0.0112 -0.1925
O -0.4972 1.7533 -1.9886
O 1.5047 -1.6522 2.4782
H 1.9828 -0.9150 2.0905
H 0.5542 0.6306 0.2615
O -0.2602 -1.3855 -2.7179
H -2.2651 -0.6644 2.2935
H -0.6500 -0.7434 -2.0889
H 0.6737 -1.1599 -2.5947
H 0.1422 1.7283 1.4949
*
```

run a wins, 4.1 kcal/mol ahead of the next structure.